# 1
# C35H31F51O11S

7 unconnected molecules or ions with the total composition C35H31F51O11S in a non-equilibrium geometry (wB97M-V/def2-TZVPD, OMol25).

Output
E_HOMO (Ha): -0.3674
Frontier orbital gap (eV): 10.279
Electronic energy (a.u.): -7671.2417
Energy relative to the best compared isomer or geometry (same formula, charge and spin) (kcal/mol): 22.5

Cartesian coordinates (Å):
O1 4.184 -5.609 -0.129
C1 4.601 -5.001 -1.066
C2 4.696 -3.464 -1.099
O2 3.423 -2.812 -0.875
S1 2.555 -3.000 -2.271
O3 3.088 -2.104 -3.304
O4 1.118 -2.278 -1.824
C3 0.043 -3.004 -2.444
C4 -0.404 -4.133 -1.463
O5 0.156 -3.909 -0.194
C5 -0.077 -5.574 -1.943
F1 0.892 -5.650 -2.848
F2 0.276 -6.348 -0.937
F3 -1.157 -6.112 -2.525
H1 4.955 -5.547 -1.967
H2 5.126 -3.072 -2.031
H3 5.345 -3.101 -0.284
H4 0.342 -3.373 -3.434
H5 -0.802 -2.335 -2.616
H6 -1.496 -4.071 -1.357
H7 -0.411 -4.315 0.464
C6 -4.401 -5.017 -3.170
C7 -5.940 -5.113 -3.236
C8 -6.571 -5.464 -4.585
F4 -6.305 -4.546 -5.532
F5 -7.918 -5.513 -4.450
F6 -6.475 -3.976 -2.744
F7 -6.295 -6.110 -2.378
O6 -3.803 -3.720 -3.229
C9 -3.526 -3.120 -4.452
C10 -4.324 -1.832 -4.665
F8 -5.647 -2.065 -4.614
F9 -4.042 -1.322 -5.884
F10 -3.673 -3.997 -5.455
F11 -2.213 -2.800 -4.419
H8 -4.140 -5.369 -2.172
H9 -3.917 -5.714 -3.853
H10 -6.227 -6.442 -4.934
H11 -4.073 -1.094 -3.900
C11 0.595 2.316 -0.111
C12 -0.335 1.751 0.984
C13 -1.052 0.434 0.689
F12 -1.880 0.521 -0.370
F13 -1.823 0.080 1.750
F14 -1.226 2.705 1.344
F15 0.449 1.525 2.074
O7 0.088 3.345 -0.960
C14 -0.633 3.028 -2.105
C15 -2.075 3.527 -2.025
F16 -2.712 2.999 -0.966
F17 -2.754 3.160 -3.136
F18 -0.556 1.714 -2.378
F19 -0.029 3.665 -3.127
H12 1.400 2.811 0.432
H13 1.081 1.526 -0.683
H14 -0.336 -0.373 0.509
H15 -2.103 4.615 -1.936
C16 -7.991 3.306 1.806
C17 -8.114 4.477 2.804
C18 -8.428 5.862 2.235
F20 -7.471 6.306 1.397
F21 -8.506 6.765 3.246
F22 -7.004 4.520 3.573
F23 -9.148 4.163 3.635
O8 -6.686 2.893 1.403
C19 -6.038 3.515 0.344
C20 -4.760 4.227 0.793
F24 -5.017 5.161 1.728
F25 -4.191 4.853 -0.263
F26 -6.875 4.327 -0.325
F27 -5.687 2.539 -0.516
H16 -8.374 2.439 2.343
H17 -8.656 3.428 0.951
H18 -9.383 5.863 1.709
H19 -4.047 3.513 1.210
C21 9.971 -2.438 2.646
C22 8.550 -2.938 2.314
C23 8.226 -3.230 0.848
F28 8.324 -2.142 0.065
F29 6.937 -3.666 0.746
F30 7.642 -2.083 2.835
F31 8.393 -4.118 2.978
O9 10.161 -1.033 2.834
C24 10.403 -0.201 1.751
C25 9.286 0.828 1.558
F32 8.095 0.231 1.366
F33 9.546 1.584 0.468
F34 10.648 -0.913 0.639
F35 11.538 0.473 2.031
H20 10.197 -2.857 3.627
H21 10.719 -2.861 1.974
H22 8.879 -4.009 0.447
H23 9.209 1.476 2.434
C26 -13.535 9.225 2.150
C27 -14.594 8.665 3.122
C28 -14.110 8.141 4.476
F36 -13.263 7.102 4.352
F37 -15.172 7.701 5.192
F38 -15.325 7.725 2.485
F39 -15.443 9.695 3.394
O10 -13.066 8.379 1.100
C29 -12.020 7.495 1.318
C30 -12.459 6.038 1.160
F40 -13.446 5.721 2.012
F41 -11.409 5.218 1.428
F42 -11.426 7.728 2.498
F43 -11.096 7.749 0.368
H24 -14.039 10.031 1.618
H25 -12.710 9.705 2.677
H26 -13.618 8.933 5.047
H27 -12.812 5.845 0.145
C31 16.030 -4.616 1.205
C32 16.214 -3.665 0.004
C33 15.801 -2.202 0.187
F44 14.488 -2.067 0.456
F45 16.041 -1.523 -0.959
F46 15.604 -4.196 -1.077
F47 17.547 -3.653 -0.271
O11 14.875 -5.458 1.228
C34 13.675 -4.994 1.741
C35 12.583 -4.936 0.672
F48 12.930 -4.137 -0.348
F49 11.440 -4.428 1.216
F50 13.836 -3.821 2.374
F51 13.285 -5.882 2.677
H28 16.855 -5.324 1.134
H29 16.174 -4.106 2.157
H30 16.377 -1.731 0.989
H31 12.378 -5.931 0.272

=====

# 2
# C35H31F5N8O5SSe2Tl

A molecular structure, C35H31F5N8O5SSe2Tl (wB97M-V/def2-TZVPD, OMol25).

Output
E_HOMO (Ha): -0.1691
Frontier orbital gap (eV): 6.668
Net charge: -1
Electronic energy (a.u.): -8039.6151
Energy relative to the best compared isomer or geometry (same formula, charge and spin) (kcal/mol): 11.8

Cartesian coordinates (Å):
Tl1 0.334 -0.082 -0.173
N1 -1.001 -2.905 1.782
C1 -1.413 -1.813 2.437
N2 -2.258 -1.971 3.460
C2 -2.560 -0.847 4.097
N3 -3.445 -0.928 5.116
N4 -2.067 0.374 3.829
C3 -1.263 0.412 2.778
N5 -0.916 -0.626 2.039
C4 -0.682 1.747 2.428
C5 -0.959 2.854 3.217
C6 -0.365 4.061 2.896
C7 0.482 4.126 1.802
C8 0.680 2.981 1.051
N6 0.114 1.819 1.365
H1 -1.469 -3.770 1.979
H2 -0.420 -2.817 0.957
H3 -3.775 -1.829 5.402
H4 -3.631 -0.109 5.662
H5 -1.631 2.746 4.054
H6 -0.567 4.944 3.491
H7 0.965 5.048 1.510
H8 1.276 2.993 0.150
O1 5.182 -1.898 0.254
C9 4.404 -1.284 -0.771
C10 4.220 0.217 -0.546
C11 5.590 0.914 -0.621
O2 6.232 0.841 -1.891
C12 3.717 0.483 0.884
Se1 2.327 -0.711 1.603
C13 3.308 0.856 -1.611
Se2 1.796 -0.174 -2.338
H9 4.586 -1.962 1.018
H10 3.424 -1.748 -0.847
H11 4.911 -1.480 -1.721
H12 6.236 0.491 0.155
H13 5.463 1.980 -0.416
H14 6.391 -0.087 -2.085
H15 3.364 1.513 0.960
H16 4.550 0.381 1.581
H17 3.902 1.107 -2.488
H18 2.900 1.793 -1.229
C14 -4.542 1.360 -6.272
C15 -4.106 0.814 -4.939
C16 -2.756 0.631 -4.659
C17 -2.338 0.184 -3.417
C18 -3.286 -0.106 -2.448
C19 -4.640 0.051 -2.706
C20 -5.041 0.519 -3.948
S1 -2.766 -0.667 -0.852
O3 -3.829 -1.492 -0.330
O4 -2.377 0.506 -0.096
N7 -1.393 -1.454 -1.059
C21 -1.315 -2.642 -1.768
C22 -2.243 -3.125 -2.669
C23 -1.990 -4.290 -3.422
C24 -0.824 -4.990 -3.295
C25 0.127 -4.565 -2.337
C26 1.340 -5.250 -2.093
C27 2.174 -4.828 -1.100
C28 1.785 -3.720 -0.318
N8 0.688 -3.045 -0.537
C29 -0.132 -3.423 -1.552
H19 -4.474 2.451 -6.277
H20 -5.574 1.086 -6.494
H21 -3.906 0.989 -7.077
H22 -2.013 0.871 -5.412
H23 -1.280 0.079 -3.198
H24 -5.363 -0.198 -1.940
H25 -6.096 0.658 -4.152
H26 -3.173 -2.601 -2.829
H27 -2.741 -4.615 -4.132
H28 -0.621 -5.868 -3.896
H29 1.584 -6.114 -2.701
H30 3.110 -5.330 -0.891
H31 2.396 -3.380 0.514
F1 -4.363 5.213 -3.384
C30 -3.335 4.495 -2.882
C31 -2.401 3.914 -3.717
F2 -2.534 4.053 -5.050
C32 -1.361 3.168 -3.205
F3 -0.518 2.588 -4.079
C33 -1.184 2.917 -1.821
O5 -0.236 2.188 -1.364
C34 -2.137 3.583 -1.009
F4 -2.010 3.526 0.330
C35 -3.180 4.329 -1.517
F5 -4.051 4.920 -0.681

=====

# 3
# C35H31FN10O10RhS

A molecular structure, C35H31FN10O10RhS in a non-equilibrium geometry (wB97M-V/def2-TZVPD, OMol25).

Output
E_HOMO (spin up / spin down) (Ha): -0.3340 / -0.3339
Frontier orbital gap (spin up / spin down) (eV): 5.551 / 5.550
Net charge: +1
Electronic energy (a.u.): -3260.3613

Cartesian coordinates (Å):
Rh1 0.808 0.267 1.606
C1 -3.207 5.864 -1.675
C2 -3.170 5.495 -0.200
N1 -2.581 4.172 0.033
C3 -1.295 4.091 0.425
C4 -0.626 2.934 0.678
C5 0.787 3.049 1.187
O1 1.515 3.927 0.770
O2 1.052 2.189 2.098
C6 -1.273 1.687 0.484
O3 -0.739 0.541 0.602
C7 -2.674 1.772 0.094
C8 -3.426 0.601 -0.037
C9 -4.744 0.652 -0.376
F1 -5.440 -0.501 -0.448
C10 -5.395 1.870 -0.627
C11 -4.654 3.031 -0.517
C12 -3.306 3.006 -0.128
N2 -6.757 1.960 -1.005
C13 -7.630 2.862 -0.271
C14 -8.505 3.606 -1.291
N3 -8.610 2.728 -2.512
C15 -8.807 1.296 -2.108
C16 -7.491 0.796 -1.488
H1 -3.649 6.852 -1.802
H2 -3.785 5.147 -2.259
H3 -2.198 5.890 -2.085
H4 -4.161 5.521 0.254
H5 -2.563 6.210 0.350
H6 -0.769 5.031 0.531
H7 -2.958 -0.351 0.163
H8 -5.130 3.972 -0.752
H9 -7.052 3.576 0.307
H10 -8.258 2.307 0.436
H11 -8.064 4.547 -1.614
H12 -9.513 3.789 -0.925
H13 -7.716 2.786 -3.006
H14 -9.347 3.052 -3.137
H15 -9.090 0.719 -2.985
H16 -9.636 1.287 -1.403
H17 -6.892 0.286 -2.240
H18 -7.733 0.074 -0.704
S1 -0.917 -0.408 2.996
C17 -1.307 -1.746 1.943
N4 -2.447 -2.341 2.025
N5 -2.855 -3.253 1.138
C18 -2.618 -3.455 -0.237
C19 -2.059 -2.508 -1.095
C20 -1.928 -2.798 -2.444
C21 -2.358 -4.013 -2.959
C22 -2.940 -4.940 -2.108
C23 -3.074 -4.665 -0.757
N6 -0.323 -2.314 1.090
N7 0.718 -1.651 1.031
C24 1.823 -2.269 0.333
C25 1.659 -2.683 -0.977
C26 2.747 -3.231 -1.641
C27 3.963 -3.375 -0.989
C28 4.097 -2.988 0.337
C29 3.022 -2.425 1.011
H19 -3.577 -3.835 1.528
H20 -1.743 -1.539 -0.739
H21 -1.478 -2.059 -3.096
H22 -2.246 -4.230 -4.012
H23 -3.291 -5.888 -2.493
H24 -3.523 -5.397 -0.097
H25 0.711 -2.541 -1.475
H26 2.639 -3.544 -2.671
H27 4.811 -3.793 -1.516
H28 5.039 -3.121 0.852
H29 3.104 -2.132 2.047
O4 8.141 0.624 0.126
N8 7.427 0.534 -0.851
O5 7.815 0.406 -1.993
C30 5.980 0.579 -0.633
C31 5.125 0.466 -1.717
C32 3.768 0.485 -1.510
C33 3.178 0.611 -0.210
O6 1.926 0.680 -0.050
C34 4.134 0.697 0.848
C35 5.499 0.709 0.650
N9 3.716 0.767 2.238
O7 2.721 0.118 2.633
O8 4.405 1.370 3.010
N10 2.929 0.342 -2.712
O9 3.491 0.429 -3.788
O10 1.742 0.129 -2.579
H30 5.518 0.355 -2.716
H31 6.178 0.797 1.486